[1]
ORCA calculation (ωB97M-V with the def2-TZVPD basis set) on a 2-piece molecular cluster, C4H7NO overall at a distorted geometry.

Last column: natural (NBO) charge in e.
CARTESIAN COORDINATES (ANGSTROEM)
O -1.21 -0.30 2.24  -0.95
N 2.86 -0.98 -1.97  -0.32
C 0.23 0.63 -0.42  -0.16
C -1.03 0.85 -0.81  -0.41
C 1.98 -0.89 -1.23  0.29
C 0.84 -0.74 -0.31  -0.55
H 0.11 -1.52 -0.54  0.26
H -1.22 0.29 1.47  0.48
H -1.69 0.02 -1.07  0.20
H -1.43 1.85 -0.88  0.21
H 1.19 -0.92 0.71  0.27
H 0.88 1.47 -0.17  0.21
H -1.51 0.24 2.98  0.47

Summary:
Net charge: 0
SMILES: C=CCC#N.O
Orbital gap, eV: 11.53
ΔE to the lowest compared entry with this formula, charge and spin, kcal per mole: 36.6
Molecular weight, g/mol: 85.11
E_HOMO, eV: -10.83
Maximum force, eV/A: 1.161

[2]
ORCA calculation (ωB97M-V with the def2-TZVPD basis set) on C40H33ClN4O7PRbSSe2 as an isolated structure at a distorted geometry.

Last column: Mulliken charge in e.
CARTESIAN COORDINATES (ANGSTROEM)
Rb 0.15 0.41 1.52  0.81
Se 0.77 -3.08 -0.80  -0.50
Se -1.17 -0.49 -2.56  -0.53
Cl 5.73 3.98 0.29  -0.18
S -4.25 -2.87 2.17  -0.34
P -0.04 -2.31 -2.62  0.98
O -0.13 2.89 2.07  -0.37
O 2.42 6.41 2.48  -0.62
O 2.17 -2.79 4.41  -0.78
O 1.74 -1.37 2.71  -0.46
O 0.54 4.92 2.72  -0.89
O 4.43 6.44 1.54  -0.68
O -2.14 1.89 -0.28  0.11
N -2.43 -1.05 2.27  0.22
N 0.15 0.09 4.48  0.20
N 3.53 2.47 0.42  0.31
N 2.28 2.42 0.91  -0.06
C 5.09 0.29 -2.14  -0.75
C 3.62 -1.87 -5.42  -0.44
C -1.03 -3.58 -3.51  -0.11
C -4.72 -1.29 2.70  0.79
C -1.93 3.05 -1.07  -0.52
C -3.61 -0.45 2.68  -1.00
C -3.73 0.89 3.04  -0.09
C 4.01 1.31 -0.26  0.44
C 3.39 5.86 1.80  0.50
C 4.71 1.44 -1.45  -0.38
C 2.04 3.59 1.47  0.03
C -2.62 -2.28 1.97  -0.20
C 1.72 -1.75 3.90  0.07
C -0.36 0.96 5.36  -0.23
C -1.45 -3.32 -4.81  -0.41
C 1.50 -0.80 6.23  -0.51
C 1.86 -0.86 -4.12  -0.38
C 4.10 3.67 0.69  0.09
C -4.96 1.36 3.43  -0.83
C 0.98 0.11 7.13  -0.29
C 3.14 -3.13 -5.08  -0.62
C 3.17 4.45 1.35  -0.12
C 2.03 -3.25 -4.25  -0.47
C -2.78 2.84 -2.32  -0.48
C 4.76 -0.96 -1.65  -0.49
C -2.60 -5.43 -4.88  -0.33
C 2.98 -0.74 -4.93  -0.51
C -3.90 1.89 -1.85  -0.49
C -2.20 -5.69 -3.58  -0.56
C 1.38 -2.12 -3.78  0.20
C -6.08 0.51 3.45  -0.49
C 0.69 3.81 2.14  0.62
C -3.52 1.60 -0.39  -0.32
C 1.06 -0.78 4.91  0.22
C -5.98 -0.81 3.09  -0.47
C 4.05 -1.07 -0.46  -0.70
C 3.67 0.06 0.24  -0.57
C -2.22 -4.24 -5.50  -0.59
C 0.02 1.01 6.69  -0.78
C -1.41 -4.77 -2.90  -0.21
H -2.19 2.37 -3.11  0.13
H 1.68 -4.23 -3.96  0.37
H -5.08 2.40 3.70  0.44
H 4.92 2.42 -1.86  0.41
H 3.64 -4.02 -5.45  0.36
H -1.84 -2.92 1.59  0.43
H 5.03 -1.85 -2.20  0.36
H -3.17 3.79 -2.71  0.33
H 3.07 -0.05 1.14  0.76
H -6.84 -1.46 3.10  0.38
H -2.53 -4.03 -6.52  0.36
H -3.22 -6.15 -5.41  0.35
H -3.88 0.97 -2.43  0.20
H -7.04 0.91 3.76  0.36
H 3.36 0.25 -5.17  0.40
H 5.61 0.39 -3.08  0.40
H 4.49 -1.77 -6.05  0.35
H -0.86 3.12 -1.26  0.25
H -2.50 -6.61 -3.09  0.36
H -2.86 1.54 2.99  0.73
H -1.17 -2.38 -5.28  0.33
H -2.25 3.94 -0.51  0.28
H 1.31 0.12 8.16  0.36
H -1.09 1.66 4.97  0.40
H 1.59 5.78 2.56  0.45
H -4.89 2.33 -1.93  0.35
H -0.41 1.76 7.35  0.38
H 3.74 -2.04 -0.08  0.47
H -3.67 0.56 -0.10  0.18
H -1.07 -4.96 -1.89  0.27
H 2.23 -1.55 6.51  0.48
H 1.35 0.01 -3.73  0.26
H -4.09 2.25 0.30  0.19

Summary:
Net charge: -2
Orbital gap, eV: 6.21
ΔE to the lowest compared entry with this formula, charge and spin, kcal per mole: 10.4
Molecular weight, g/mol: 1023.61
E_HOMO, eV: -2.66
Maximum force, eV/A: 1.092

[3]
ORCA calculation (ωB97M-V with the def2-TZVPD basis set) on a single CH2FOPS molecule at a distorted geometry.

Last column: natural (NBO) charge in e.
CARTESIAN COORDINATES (ANGSTROEM)
S -1.00 0.88 -0.25  1.28
P 0.27 -0.67 -1.18  0.42
F -1.72 -0.24 0.89  -0.55
O -2.06 1.31 -1.12  -0.88
C 1.27 -0.45 0.29  -0.70
H 2.07 -1.09 0.18  0.19
H 1.18 0.27 1.19  0.24

Summary:
Net charge: 0
SMILES: C=P#S(=O)F
Orbital gap, eV: 8.45
ΔE to the lowest compared entry with this formula, charge and spin, kcal per mole: 63.3
Molecular weight, g/mol: 112.06
E_HOMO, eV: -9.63
Maximum force, eV/A: 4.517

[4]
ORCA calculation (ωB97M-V with the def2-TZVPD basis set) on a single C4H7IN2O molecule at a distorted geometry.

Last column: natural (NBO) charge in e.
CARTESIAN COORDINATES (ANGSTROEM)
I -3.18 0.40 0.33  0.79
O -1.45 0.99 -0.10  -0.99
N 1.27 -0.62 0.00  -0.43
N -2.20 -1.86 0.04  -0.66
C -0.92 -1.82 0.31  -0.07
C 0.00 -0.95 -0.30  0.15
C 1.96 0.44 0.05  0.23
C 1.38 1.84 -0.21  -0.69
H 1.51 2.45 0.61  0.23
H 0.29 1.77 -0.58  0.28
H -0.41 -0.56 -1.28  0.23
H 3.03 0.50 0.34  0.18
H -2.72 -2.60 0.48  0.37
H 2.09 2.07 -1.00  0.22
H -0.64 -2.06 1.31  0.16

Summary:
Net charge: 0
Orbital gap (alpha / beta), eV: 6.76 / 6.64
ΔE to the lowest compared entry with this formula, charge and spin, kcal per mole: 123.1
Molecular weight, g/mol: 226.02
E_HOMO (alpha / beta), eV: -7.92 / -7.85
Maximum force, eV/A: 4.415

[5]
ORCA calculation (ωB97M-V with the def2-TZVPD basis set) on a single N2O3 molecule at a distorted geometry.

Last column: natural (NBO) charge in e.
CARTESIAN COORDINATES (ANGSTROEM)
O -1.52 0.65 0.06  -0.32
O 1.72 -0.12 0.06  -0.16
O -0.48 -1.25 0.02  -0.32
N 0.86 0.72 -0.12  0.25
N -0.59 -0.08 0.02  0.54

Summary:
Net charge: 0
SMILES: O=N[N+](=O)[O-]
Orbital gap, eV: 8.67
ΔE to the lowest compared entry with this formula, charge and spin, kcal per mole: 2.5
Molecular weight, g/mol: 76.01
E_HOMO, eV: -10.70
Maximum force, eV/A: 5.653

[6]
ORCA calculation (ωB97M-V with the def2-TZVPD basis set) on C14H36F6O12S8Zn as an isolated structure at a distorted geometry.

Last column: Mulliken charge in e.
CARTESIAN COORDINATES (ANGSTROEM)
Zn -1.85 0.63 1.68  0.35
S -3.16 1.92 -1.20  0.25
S -0.44 -0.30 4.48  0.40
S 0.25 2.91 1.17  0.99
S -4.13 -1.86 0.94  1.30
S 7.11 -0.75 0.18  0.46
S -2.70 -4.25 -4.50  0.46
S 2.04 3.84 -1.95  0.64
S 0.57 -0.35 -0.51  0.80
F 2.21 -2.28 -1.13  -0.19
F -2.53 -3.63 2.05  -0.25
F 1.21 -2.51 0.77  -0.25
F -4.65 -3.97 2.42  -0.22
F 0.10 -2.86 -1.08  -0.10
F -3.59 -2.37 3.45  -0.23
O -5.51 -1.56 1.19  -0.70
O -2.41 1.72 0.08  -0.46
O 0.00 0.00 -1.79  -0.73
O -0.39 -0.26 0.59  0.34
O -3.81 -2.52 -0.29  -0.63
O -1.50 -0.13 3.44  -0.06
O -3.24 -0.74 1.21  -0.26
O -0.54 2.12 2.19  -0.81
O -3.11 -3.49 -5.70  -0.63
O 1.81 0.35 -0.22  -0.61
O 7.57 -0.32 -1.16  -0.63
O 1.83 4.98 -2.87  -0.71
C 7.26 0.68 1.23  -0.83
C -3.72 -3.03 2.29  0.55
C 1.93 3.09 1.79  -1.03
C -4.19 -4.65 -3.57  -0.86
C 1.05 -2.13 -0.52  0.36
C 1.19 2.51 -2.78  -0.89
C -2.03 -3.08 -3.33  -0.56
C 5.31 -0.77 0.08  -0.76
C -0.57 -2.01 5.02  -0.79
C -4.90 1.77 -0.70  -1.03
C -3.04 0.35 -2.10  -0.87
C -0.28 4.61 1.38  -1.30
C 1.15 -0.37 3.66  -0.61
C 3.69 3.16 -2.20  -0.87
H 0.14 2.82 -2.73  0.27
H 3.71 2.31 -2.89  0.28
H -2.01 -3.37 -2.29  0.24
H 1.11 -0.65 2.61  0.07
H -4.91 0.97 0.04  0.18
H -2.40 0.53 -2.96  0.53
H 1.94 2.90 2.86  0.43
H 1.16 1.56 -2.24  0.20
H 4.16 2.83 -1.27  0.13
H 7.14 0.43 2.29  0.35
H -3.92 -5.05 -2.59  0.29
H 4.83 -0.34 0.97  0.22
H 1.59 0.62 3.78  0.07
H 5.10 -0.11 -0.76  0.27
H -4.81 -3.75 -3.52  0.25
H -4.04 0.08 -2.44  0.57
H 0.01 5.17 0.50  0.41
H -1.10 -2.53 4.22  0.11
H -1.06 -2.83 -3.78  0.33
H 2.22 4.12 1.62  0.47
H -2.58 -2.13 -3.40  0.12
H 6.50 1.43 1.03  0.18
H 1.49 2.41 -3.82  0.55
H -5.50 1.57 -1.59  0.45
H -0.02 5.04 2.35  0.38
H -5.21 2.75 -0.34  0.38
H -1.37 4.53 1.35  0.37
H 8.25 1.10 1.05  0.35
H 4.97 -1.80 -0.04  0.40
H 0.41 -2.43 5.22  0.37
H 1.80 -1.08 4.17  0.57
H 4.37 3.91 -2.62  0.46
H -2.57 -0.41 -1.47  -0.12
H -1.22 -2.07 5.89  0.34
H -4.76 -5.38 -4.14  0.37
H 2.57 2.41 1.23  0.08

Summary:
Net charge: 0
Orbital gap, eV: 8.24
ΔE to the lowest compared entry with this formula, charge and spin, kcal per mole: 0.0
Molecular weight, g/mol: 832.34
E_HOMO, eV: -8.52
Maximum force, eV/A: 1.759

[7]
ORCA calculation (ωB97M-V with the def2-TZVPD basis set) on a single C4H10BNO2 molecule at a distorted geometry.

Last column: natural (NBO) charge in e.
CARTESIAN COORDINATES (ANGSTROEM)
O 0.23 -0.96 0.09  -0.55
O -2.08 1.32 -0.43  -0.52
N -0.91 -0.84 0.93  -0.31
C -2.11 -1.01 0.14  -0.36
C -2.54 0.23 -0.61  0.43
C 2.40 -0.44 -0.94  -0.97
C 1.21 1.31 0.87  -1.02
B 1.21 -0.05 0.04  0.95
H 2.07 1.92 0.65  0.24
H -3.37 0.06 -1.33  0.11
H 2.56 0.34 -1.69  0.23
H -0.90 0.11 1.32  0.35
H -2.92 -1.30 0.81  0.23
H 2.23 -1.37 -1.46  0.23
H 0.32 1.90 0.64  0.25
H 1.20 1.12 1.94  0.24
H 3.33 -0.53 -0.39  0.23
H -1.94 -1.82 -0.57  0.24

Summary:
Net charge: 0
SMILES: CB(C)ONCC=O
Orbital gap, eV: 10.16
ΔE to the lowest compared entry with this formula, charge and spin, kcal per mole: 52.9
Molecular weight, g/mol: 114.94
E_HOMO, eV: -9.39
Maximum force, eV/A: 1.680

[8]
ORCA calculation (ωB97M-V with the def2-TZVPD basis set) on C4H7NO2 as an isolated structure.

Last column: natural (NBO) charge in e.
CARTESIAN COORDINATES (ANGSTROEM)
O -2.35 0.03 -0.88  -0.62
O 2.16 -0.63 -0.39  -0.71
N -0.36 0.24 1.20  -0.55
C -1.18 0.31 -1.12  0.34
C -0.95 -0.96 1.16  0.03
C -0.08 0.29 -0.20  -0.11
C 1.33 0.52 -0.58  -0.10
H 2.28 -0.73 0.56  0.46
H 1.41 0.76 -1.65  0.19
H -0.81 1.02 1.67  0.40
H -0.88 0.68 -2.13  0.12
H -0.33 -1.80 0.88  0.20
H -1.97 -1.11 1.50  0.20
H 1.71 1.37 0.00  0.16

Summary:
Net charge: 0
Orbital gap (alpha / beta), eV: 8.05 / 8.05
ΔE to the lowest compared entry with this formula, charge and spin, kcal per mole: 94.5
Molecular weight, g/mol: 101.10
E_HOMO (alpha / beta), eV: -8.29 / -8.28
Maximum force, eV/A: 0.378